Below is a cluster of 2 separate species, C6H16BClO3 in total in a non-equilibrium geometry, with properties calculated with wB97M-V/def2-TZVPD.

## Properties
Structure (SMILES): COCB(O)Cl.CCOCC
Orbital gap (Eh): 0.3741
HOMO level (eV): -9.70

The geometry in ORCA input format:
```
! RIJCOSX wB97M-V def2-TZVPD def2/J DEFGRID3
* xyz 0 1
Cl 2.376 2.130 2.506
O -0.249 3.729 1.170
O -0.260 -1.169 -1.221
O 0.095 0.221 2.306
C -0.551 2.921 2.357
C -0.779 -2.462 -0.918
C -0.106 -3.119 0.275
C 1.508 -1.927 -2.761
C 1.128 -1.102 -1.542
C -1.418 3.950 0.312
B 0.549 1.654 2.372
H 1.730 -1.382 -0.673
H -1.069 3.766 -0.815
H 0.960 -3.285 0.103
H -0.319 3.525 3.352
H -0.731 -3.104 -1.803
H -1.843 -2.327 -0.692
H 2.574 -1.811 -2.983
H -0.199 -2.485 1.164
H 0.928 -1.606 -3.636
H -0.721 0.211 1.717
H -2.319 3.226 0.486
H 1.312 -2.990 -2.612
H 1.352 -0.051 -1.746
H -0.568 -4.089 0.486
H -1.639 2.498 2.421
H -1.741 5.078 0.377
*
```

Below is a structure of composition C6H16BrCrN2O2 in a non-equilibrium geometry, with properties calculated with wB97M-V/def2-TZVPD.

## Properties
<S²>: 6.1702
Orbital gap (spin up / spin down) (Eh): 0.1990 / 0.2527
HOMO level (spin up / spin down) (eV): -20.55 / -20.55

The geometry in ORCA input format:
```
! RIJCOSX wB97M-V def2-TZVPD def2/J DEFGRID3
* xyz 3 5
Br 0.277 -0.115 -0.835
Cr -0.099 0.516 1.639
O -2.247 2.898 -1.720
O 4.851 -2.544 0.349
N -3.591 1.397 -0.376
N 3.745 -1.091 1.841
C -2.823 1.796 -1.650
C 4.524 0.192 1.422
C -5.029 1.933 -0.205
C -2.604 0.747 -2.705
C 3.745 -2.214 0.810
C 2.353 -2.903 0.572
H -3.484 0.399 -0.268
H -5.594 1.399 -0.969
H 4.196 0.994 2.083
H -5.414 1.554 0.742
H -1.844 1.132 -3.385
H -2.973 1.598 0.397
H 1.918 -2.524 -0.353
H 2.570 -3.970 0.525
H 5.558 -0.131 1.542
H 1.644 -2.689 1.371
H -2.323 -0.231 -2.313
H -3.493 0.656 -3.329
H 4.132 -1.525 2.667
H 4.268 0.629 0.457
H -5.031 3.015 -0.332
H 2.767 -0.916 2.024
*
```

Below is a structure of composition C6H16BrFeO2 in a non-equilibrium geometry, with properties calculated with wB97M-V/def2-TZVPD.

## Properties
<S²>: 9.1246
Orbital gap (spin up / spin down) (Eh): 0.1003 / 0.1621
HOMO level (spin up / spin down) (eV): -13.84 / -15.96

The geometry in ORCA input format:
```
! RIJCOSX wB97M-V def2-TZVPD def2/J DEFGRID3
* xyz 2 6
Br -2.959 20.380 -1.911
Fe -2.687 17.925 -2.200
O -4.229 22.295 -4.448
O -0.923 20.999 0.821
C -4.141 21.778 -6.762
C -5.008 21.904 -5.499
C -1.445 20.730 3.142
C -1.673 21.526 1.888
C -1.101 23.012 1.958
C -6.067 23.067 -5.697
H -1.509 23.624 1.159
H -1.795 19.712 2.976
H -3.128 21.448 -6.543
H -4.485 21.895 -3.579
H -5.558 23.984 -5.982
H -1.459 23.375 2.928
H -2.035 21.177 3.944
H -4.095 22.695 -7.344
H -4.623 21.006 -7.374
H -2.723 21.576 1.580
H -6.626 23.244 -4.778
H -0.015 23.030 1.951
H -6.762 22.724 -6.463
H -0.401 20.690 3.452
H -5.534 20.975 -5.254
H -1.388 21.062 -0.056
*
```

Below is a cluster of 6 separate species, C6H16Cl4N4O8 in total, with properties calculated with wB97M-V/def2-TZVPD.

## Properties
Structure (SMILES): C[N+](=O)[O-].C[N+](=O)[O-].C[N+](=O)[O-].C[N+](=O)[O-].ClCCl.ClCCl
Orbital gap (Eh): 0.3961
HOMO level (eV): -10.95

The geometry in ORCA input format:
```
! RIJCOSX wB97M-V def2-TZVPD def2/J DEFGRID3
* xyz 0 1
Cl -0.246 5.247 -4.228
Cl -1.598 1.493 -1.357
Cl -1.519 0.625 1.445
Cl -0.504 2.365 -4.786
O -3.622 -1.839 1.222
O 0.923 -1.844 4.481
O 2.448 4.240 0.764
O -1.638 -2.629 0.999
O 1.751 -1.024 -0.754
O 1.524 3.088 -0.802
O 0.243 -3.562 3.371
O 2.106 -2.804 -1.913
N -2.752 -2.655 1.472
N 0.814 -2.496 3.460
N 1.491 3.716 0.246
N 1.922 -1.614 -1.807
C 0.218 3.595 -3.743
C -3.054 -3.758 2.427
C 1.391 -1.922 2.226
C 0.176 3.849 0.941
C 1.910 -0.799 -3.050
C -1.343 0.145 -0.249
H -0.599 3.921 0.191
H 0.631 -1.322 1.730
H 1.640 -2.722 1.540
H 2.220 -1.275 2.483
H -4.077 -3.659 2.762
H -2.342 -3.659 3.244
H 1.294 3.523 -3.809
H -2.057 -0.648 -0.430
H 2.913 -0.781 -3.459
H 1.529 0.185 -2.804
H -2.880 -4.692 1.904
H 0.227 4.756 1.536
H 0.095 3.009 1.623
H -0.329 -0.210 -0.393
H -0.144 3.451 -2.736
H 1.239 -1.293 -3.750
*
```

Below is a structure of composition C6H16FO6S2Tl in a non-equilibrium geometry, with properties calculated with wB97M-V/def2-TZVPD.

## Properties
Orbital gap (Eh): 0.1367
HOMO level (eV): -16.62

The geometry in ORCA input format:
```
! RIJCOSX wB97M-V def2-TZVPD def2/J DEFGRID3
* xyz 2 1
Tl -3.128 0.021 0.910
S -0.500 -1.014 3.997
S -1.003 2.395 -2.120
F -0.482 -1.168 0.978
O -1.480 1.237 -1.404
O -0.531 -0.850 5.384
O -0.684 3.589 -1.458
O -1.341 -0.314 3.116
O 0.289 2.028 -2.959
O 1.012 -0.631 3.498
C 0.445 0.731 -3.552
C -2.195 2.748 -3.439
C 1.162 -0.459 2.124
C -0.484 -2.732 3.528
C 2.570 -0.705 1.734
C 0.926 -0.320 -2.606
H -0.502 0.391 -4.003
H 3.237 -0.185 2.453
H -1.508 -3.102 3.443
H 1.108 0.859 -4.412
H -3.179 2.521 -3.039
H -0.010 -3.328 4.306
H -0.011 -2.888 2.561
H 1.021 -1.282 -3.114
H -1.886 2.078 -4.239
H 2.914 -1.741 1.917
H 1.949 -0.138 -2.251
H 0.305 -0.484 -1.721
H 0.412 -1.214 1.554
H -2.151 3.784 -3.758
H 0.891 0.582 1.847
H 2.835 -0.413 0.723
*
```

Below is a cluster of 2 separate species, C6H16I2N2Si in total in a non-equilibrium geometry, with properties calculated with wB97M-V/def2-TZVPD.

## Properties
Orbital gap (spin up / spin down) (Eh): 0.2662 / 0.2879
HOMO level (spin up / spin down) (eV): -7.68 / -9.44

The geometry in ORCA input format:
```
! RIJCOSX wB97M-V def2-TZVPD def2/J DEFGRID3
* xyz 0 1
I -1.579 -2.569 1.365
I -0.040 -0.863 4.772
Si 0.015 -1.011 2.217
N 1.359 -1.897 -1.546
N -0.345 0.576 1.787
C 1.144 2.337 2.798
C 0.347 -2.133 -2.477
C -0.858 -1.215 -2.652
C -1.078 2.917 1.482
C 1.059 -2.353 -3.790
C -0.323 1.884 2.364
H -0.115 -3.203 -2.033
H -1.650 2.337 0.851
H 0.776 -1.571 -4.538
H -1.721 3.513 1.987
H 1.213 3.458 2.730
H -0.893 1.735 3.309
H -1.598 -1.392 -1.745
H 0.720 -3.292 -4.273
H 2.089 -2.525 -3.580
H -0.491 -0.286 -2.428
H 1.825 1.809 2.221
H 1.136 -1.223 -0.782
H 1.299 2.146 3.822
H -0.258 3.492 0.879
H -0.666 0.618 0.843
H -1.368 -1.289 -3.585
*
```

Below is a structure of composition C6H16LiNO3 in a non-equilibrium geometry, with properties calculated with wB97M-V/def2-TZVPD.

## Properties
Orbital gap (Eh): 0.3019
HOMO level (eV): -7.69

The geometry in ORCA input format:
```
! RIJCOSX wB97M-V def2-TZVPD def2/J DEFGRID3
* xyz 0 1
O -1.190 -0.318 -0.525
O 1.354 -1.356 -2.171
O 1.035 -0.721 1.293
N 0.937 1.556 -0.340
C 0.318 -1.856 1.750
C -1.229 0.786 -1.412
C 1.210 1.654 1.075
C -0.402 1.912 -0.740
C 0.570 0.490 1.885
C -1.488 -1.605 -1.039
Li 0.980 -0.504 -0.782
H -0.825 -1.677 1.902
H -0.481 0.663 1.731
H 0.443 -2.711 1.088
H 1.975 -2.009 -2.623
H -0.769 0.576 -2.384
H -2.469 -1.628 -1.591
H -1.590 -2.269 -0.229
H 1.524 2.299 -0.744
H -2.245 1.124 -1.563
H 0.744 0.524 2.965
H -0.407 2.783 -1.355
H -0.696 -1.969 -1.748
H -1.078 2.224 0.125
H 0.645 -2.227 2.719
H 2.282 1.708 1.193
H 0.852 2.552 1.519
*
```

Below is an isolated molecule of C6H16N2 in a non-equilibrium geometry, with properties calculated with wB97M-V/def2-TZVPD.

## Properties
Structure (SMILES): CCNCCN(C)C
Orbital gap (Eh): 0.3472
HOMO level (eV): -8.42

The geometry in ORCA input format:
```
! RIJCOSX wB97M-V def2-TZVPD def2/J DEFGRID3
* xyz 0 1
N 1.148 -1.018 -1.074
N 0.123 1.005 1.615
C 0.332 -0.681 -2.297
C 0.571 -0.755 0.246
C -0.228 2.423 1.612
C -0.043 -1.991 -2.992
C -0.458 0.333 2.869
C -0.447 0.349 0.357
H -0.011 -1.870 -4.016
H 0.575 3.036 0.986
H -0.313 -0.810 2.445
H -0.100 2.799 2.684
H 0.250 0.511 3.589
H -1.256 2.632 1.158
H -1.630 0.541 3.108
H -0.582 1.099 -0.430
H -1.088 -2.080 -2.527
H -0.550 -0.017 -2.158
H 1.492 -0.408 0.705
H 0.229 -1.741 0.680
H 0.584 -2.988 -2.802
H 1.932 -0.427 -1.179
H 0.957 0.058 -3.041
H -1.487 0.000 0.463
*
```

Below is a cluster of 3 separate species, C6H16N2 in total in a non-equilibrium geometry, with properties calculated with wB97M-V/def2-TZVPD.

## Properties
Orbital gap (spin up / spin down) (Eh): 0.2726 / 0.2726
HOMO level (spin up / spin down) (eV): -6.76 / -6.76

The geometry in ORCA input format:
```
! RIJCOSX wB97M-V def2-TZVPD def2/J DEFGRID3
* xyz 0 1
N -0.109 0.456 -1.340
N 0.704 -1.031 -3.001
C -1.911 0.488 1.338
C 1.235 -1.904 -0.199
C -0.438 0.854 1.352
C -0.012 -0.761 -1.851
C -0.190 2.338 1.128
C 1.050 -1.252 0.986
H 0.678 -2.807 -0.416
H -0.166 0.487 -0.092
H -2.330 0.646 0.340
H 0.342 -1.619 1.712
H 2.138 -1.734 -0.772
H -0.714 2.951 1.873
H 0.008 0.565 2.301
H 0.873 2.578 1.200
H -2.491 1.093 2.047
H 1.557 -0.504 -3.128
H -0.540 2.645 0.139
H 0.812 -2.007 -3.232
H 0.608 1.095 -1.672
H -2.060 -0.562 1.600
H -0.853 -1.424 -1.686
H 1.809 -0.590 1.376
*
```

Below is an isolated molecule of C6H16N2 in a non-equilibrium geometry, with properties calculated with wB97M-V/def2-TZVPD.

## Properties
Structure (SMILES): CC(C)NC[C@H](C)N
Orbital gap (Eh): 0.3529
HOMO level (eV): -8.51

The geometry in ORCA input format:
```
! RIJCOSX wB97M-V def2-TZVPD def2/J DEFGRID3
* xyz 0 1
N -1.556 1.708 0.785
N -0.339 -0.949 -0.078
C 0.001 0.403 -0.454
C 1.949 -1.765 -0.480
C -0.901 2.355 -1.722
C 1.071 -1.557 1.940
C 0.765 -1.807 0.456
C -1.203 1.357 -0.578
H 2.274 -0.719 -0.527
H -0.974 -0.928 0.706
H -1.677 2.853 -2.318
H 0.315 -2.811 0.392
H 0.132 -1.153 2.351
H -0.696 1.620 -2.494
H 1.747 -2.118 -1.492
H 0.664 0.394 -1.325
H -1.978 0.634 -0.893
H -0.860 2.187 1.338
H 2.826 -2.331 -0.152
H 1.169 -2.431 2.574
H 0.637 0.913 0.300
H -2.463 2.156 0.833
H -0.133 3.057 -1.439
H 1.879 -0.834 2.049
*
```

Below is an isolated molecule of C6H16N2 in a non-equilibrium geometry, with properties calculated with wB97M-V/def2-TZVPD.

## Properties
Structure (SMILES): CCNC[C@@H](N)CC
Orbital gap (Eh): 0.3466
HOMO level (eV): -8.29

The geometry in ORCA input format:
```
! RIJCOSX wB97M-V def2-TZVPD def2/J DEFGRID3
* xyz 0 1
N -0.389 2.605 -0.125
N -0.269 -1.110 0.228
C 1.688 1.141 0.223
C 2.646 0.393 -0.759
C 0.240 1.294 -0.318
C -1.148 -2.173 0.611
C -0.600 0.260 0.438
C -2.305 -2.375 -0.262
H 2.694 -0.693 -0.397
H 3.683 0.681 -0.382
H -1.304 -1.766 1.734
H -0.403 2.939 0.883
H -2.610 -1.336 -0.687
H 0.254 3.298 -0.608
H 0.149 -1.349 -0.672
H -0.597 -3.027 0.649
H 1.542 0.779 1.350
H -3.116 -3.005 0.223
H -1.658 0.373 0.103
H 0.157 1.158 -1.457
H 2.466 0.561 -1.873
H -1.779 -2.798 -1.124
H 2.443 2.097 0.340
H -0.441 0.388 1.606
*
```

Below is an isolated molecule of C6H16N2, with properties calculated with wB97M-V/def2-TZVPD.

## Properties
Structure (SMILES): CCCCNCCN
Orbital gap (Eh): 0.3624
HOMO level (eV): -8.72

The geometry in ORCA input format:
```
! RIJCOSX wB97M-V def2-TZVPD def2/J DEFGRID3
* xyz 0 1
N 0.869 0.236 -0.234
N 2.586 -2.359 0.613
C 2.904 -0.933 0.446
C -3.209 0.369 0.229
C -1.205 1.239 -1.068
C -0.167 1.228 0.063
C 1.757 -0.035 0.868
C -2.292 0.163 -0.961
H -1.790 -0.801 -0.891
H 0.403 -0.593 -0.585
H -0.607 1.111 1.063
H -4.002 -0.377 0.295
H 2.164 0.918 1.208
H 3.124 -0.680 -0.598
H 1.246 -0.432 1.754
H 0.325 2.199 0.028
H 3.826 -0.735 0.981
H 3.437 -2.904 0.565
H -0.589 1.067 -1.950
H -2.657 0.281 1.172
H -2.828 0.134 -1.912
H -3.649 1.356 0.192
H 1.988 -2.692 -0.134
H -1.634 2.240 -1.141
*
```